Arrangement one

Here is a 2-piece molecular cluster, CH2ClFP2 overall from the OMol25 dataset. Energies are from ωB97M-V/def2-TZVPD.

Last column: Löwdin charge in e.
Geometry (Å):
C1 -0.42 -0.41 0.41  -1.279
F1 -1.38 1.03 -1.69  -0.438
P1 0.89 -0.56 -0.86  0.590
H1 -1.25 -1.11 0.46  0.011
H2 2.43 0.30 -0.03  0.038
Cl1 0.05 -0.48 2.15  0.416
P2 -0.32 1.24 -0.45  0.663

As for the multiplicity: 1. The charge is 0.

Arrangement two

Here is one molecule with the formula CH2ClFP2 from the OMol25 dataset. Energies are from ωB97M-V/def2-TZVPD.

Last column: Löwdin charge in e.
Geometry (Å):
P1 -1.10 0.34 -0.35  0.462
H1 1.35 0.44 -1.16  0.058
Cl1 1.24 1.52 1.17  0.473
H2 -1.18 0.94 1.05  -0.077
F1 -0.44 -2.35 -0.92  -0.495
C1 0.64 0.74 -0.26  -1.017
P2 -0.51 -1.62 0.48  0.596

As for the multiplicity: 1. As for the SMILES: FP=[PH]=CCl. The charge is 0.

Here are the energies relative to the best structure, in eV: arrangement one 0.000; arrangement two 0.569.

Arrangement one

Here is a 2-piece molecular cluster, CH3NO3S overall from the OMol25 dataset. Energies are from ωB97M-V/def2-TZVPD.

Last column: Mulliken spin population.
Geometry (Å):
N1 0.29 -0.85 -0.33  0.000
O1 0.86 0.08 1.65  0.000
H1 0.08 -1.72 0.14  0.000
O2 5.96 1.15 0.09  0.512
H2 0.54 -0.77 -1.23  0.000
O3 5.81 -0.68 -1.47  0.499
C1 0.69 0.15 0.48  -0.003
S1 5.16 0.11 -0.48  0.988
H3 0.97 0.93 -0.17  0.003

As for the multiplicity: 3. The charge is 0.

Arrangement two

Here is one molecule with the formula CH3NO3S from the OMol25 dataset. Energies are from ωB97M-V/def2-TZVPD.

Last column: Mulliken spin population.
Geometry (Å):
H1 1.04 0.33 -0.17  0.000
H2 0.15 1.23 1.24  0.007
O1 -1.65 -0.15 -1.56  -0.006
H3 -1.04 -2.29 -0.70  -0.023
S1 -1.48 0.47 -0.29  0.035
N1 -0.65 -2.06 0.35  0.868
O2 -1.06 -0.95 0.80  0.266
C1 0.11 0.61 0.38  0.856
O3 -2.52 1.30 0.27  -0.003

As for the multiplicity: 3. The charge is 0.

Here are the energies relative to the best structure, in eV: arrangement one 0.000; arrangement two 3.478.

Arrangement one

Here is one molecule with the formula C23H26N4O from the OMol25 dataset. Energies are from ωB97M-V/def2-TZVPD.

Last column: Löwdin charge in e.
Geometry (Å):
C1 0.81 0.34 4.64  -0.138
H1 -1.69 4.98 4.13  0.103
N1 -1.75 2.97 3.84  0.064
N2 0.50 -0.91 -2.14  -0.058
H2 2.58 0.98 3.56  0.114
C2 -0.54 -3.11 -4.94  -0.232
C3 -1.13 1.81 3.99  -0.115
H3 -2.91 0.75 0.54  0.115
H4 -1.02 -4.06 -6.79  0.075
H5 0.08 -0.47 4.56  0.122
C4 1.84 0.18 3.51  -0.091
H6 1.33 2.20 2.16  0.135
N3 1.02 1.42 1.61  0.126
H7 1.05 -0.14 -4.38  0.063
H8 -2.04 -1.13 -0.94  0.110
C5 0.75 2.83 5.02  -0.034
C6 -1.10 -4.15 -4.21  -0.048
C7 0.01 -2.01 -4.26  -0.153
O1 0.70 -0.83 1.65  0.074
H9 -1.05 -2.29 -6.85  0.083
C8 0.75 0.73 -0.71  -0.140
C9 1.97 0.39 -1.32  -0.080
H10 1.72 2.78 5.49  0.118
H11 -2.15 0.42 -1.77  0.129
C10 -0.03 -2.00 -2.87  -0.146
C11 -0.57 -3.06 -2.15  -0.017
H12 -1.45 -0.06 1.16  0.097
C12 -0.53 -3.16 -6.43  -0.047
C13 0.10 4.05 4.88  -0.059
C14 -1.11 1.93 0.40  -0.126
N4 1.80 -0.60 -2.18  0.093
H13 0.55 4.96 5.23  0.101
H14 -1.36 2.47 1.31  0.090
H15 1.33 0.24 5.60  0.119
C15 -1.63 -0.12 -0.97  -0.099
C16 -0.17 -0.14 -1.26  -0.165
C17 1.13 0.19 2.15  -0.496
H16 -0.15 -0.40 -5.66  0.086
C18 0.13 1.67 4.57  -0.232
C19 0.42 1.76 0.32  -0.233
H17 -0.55 -3.03 -1.07  0.122
C20 -1.84 0.58 0.37  -0.175
H18 2.34 -0.78 3.61  0.122
H19 -1.43 2.53 -0.46  0.122
H20 -1.67 0.94 3.63  0.121
C21 -1.15 4.06 4.27  -0.154
H21 2.94 0.82 -1.17  0.108
C22 -1.12 -4.13 -2.83  -0.074
H22 0.49 -3.14 -6.81  0.084
H23 -1.54 -4.96 -2.28  0.103
H24 0.87 2.72 0.04  0.151
H25 1.39 -1.25 -5.70  0.087
H26 -1.53 -4.99 -4.74  0.107
C23 0.61 -0.88 -5.04  -0.028

As for the multiplicity: 1. As for the SMILES: Cc1cccc(-n2ncc3c2CCC[C@H]3NC(=O)CCc2cccnc2)c1C. The charge is 0.

Arrangement two

Here is a 5-piece molecular cluster, C23H26N4O overall from the OMol25 dataset. Energies are from ωB97M-V/def2-TZVPD.

Last column: Löwdin charge in e.
Geometry (Å):
H1 -1.11 4.97 1.91  0.101
C1 0.43 4.85 -1.55  -0.075
H2 0.95 3.81 5.32  0.101
H3 -1.40 -1.93 1.10  0.085
C2 1.88 -3.08 -1.17  -0.080
N1 0.66 5.01 0.81  0.053
H4 3.33 -1.81 -0.30  0.109
H5 1.15 -2.31 -1.37  0.081
O1 -0.31 -0.38 -0.65  0.060
C3 -1.52 -1.66 -3.68  -0.143
C4 3.11 -2.81 -0.66  -0.091
H6 0.90 4.81 -2.53  0.104
C5 -0.02 1.93 4.80  -0.082
H7 -3.99 -4.33 -4.74  0.098
C6 1.56 -4.39 -1.51  -0.146
C7 -3.27 -3.62 -4.34  -0.076
C8 0.21 0.64 4.33  -0.093
C9 -2.73 -2.74 -5.28  -0.163
H8 -1.60 4.69 -2.26  0.109
H9 -2.70 -0.66 1.40  0.093
C10 -0.65 4.92 0.93  -0.178
C11 2.31 2.30 4.63  -0.150
H10 1.75 -0.79 3.84  0.105
H11 3.22 2.88 4.75  0.104
H12 0.58 -4.64 -1.89  0.096
C12 -1.65 -0.88 1.26  -0.014
H13 -0.62 -0.05 4.23  0.087
H14 -1.74 -2.35 -1.65  0.084
H15 -0.33 2.05 0.07  0.079
C13 1.21 4.97 -0.41  -0.139
C14 -1.99 -2.51 -2.69  -0.088
C15 3.64 -5.10 -0.91  -0.163
H16 2.28 5.18 -0.44  0.103
H17 -1.19 -0.67 2.23  0.052
C16 -0.98 0.02 0.26  -0.488
C17 4.06 -3.83 -0.55  -0.068
H18 5.07 -3.67 -0.20  0.098
C18 1.51 0.23 4.10  -0.152
C19 -1.53 4.81 -0.16  -0.085
H19 -3.20 -4.25 -2.29  0.104
H20 -0.88 -0.80 -3.52  0.102
C20 1.05 2.79 4.97  -0.065
C21 -2.83 -3.54 -3.02  -0.079
H21 -2.59 4.74 0.04  0.102
H22 4.33 -5.91 -0.74  0.097
H23 -1.10 1.66 1.62  0.073
N2 2.54 1.05 4.26  0.052
N3 -1.87 -1.77 -4.97  0.053
H24 -1.03 2.24 5.05  0.103
N4 2.42 -5.40 -1.40  0.052
H25 -2.10 1.86 0.15  0.090
C22 -1.15 1.50 0.54  -0.014
C23 -0.93 4.81 -1.41  -0.096
H26 -3.11 -2.84 -6.29  0.100

As for the multiplicity: 1. As for the SMILES: c1ccncc1.c1ccncc1.c1ccncc1.c1ccncc1.CC(C)=O. The charge is 0.

Here are the energies relative to the best structure, in eV: arrangement one 0.000; arrangement two 2.601.